The following is a quantum chemistry calculation of a molecular structure, C21H14Br2CoN3 in a non-equilibrium geometry, from OMol25.

Calculated values
HOMO-LUMO gap (alpha / beta) (eV): 8.3 / 5.1
Highest occupied orbital energy (alpha / beta) (eV): -15.1 / -15.1
E (eV): -204170.230
Max |F| (eV/A): 1.45
Expectation value of S²: 6.041

```
! RIJCOSX wB97M-V def2-TZVPD def2/J DEFGRID3
* xyz 2 5
Co 0.04904 -0.15582 0.00009
Br 6.75454 1.24958 -0.00001
C 4.90384 0.85958 -0.00001
C 4.45434 -0.45612 0.00009
C 3.09134 -0.67092 0.00019
N 2.16764 0.28968 0.00009
C 2.59824 1.56568 -0.00001
C 3.95624 1.87758 -0.00001
C 1.56354 2.61008 -0.00001
C 1.91244 3.95938 -0.00001
C 0.92134 4.93418 -0.00001
Br 1.36924 6.77528 0.00009
C -0.39976 4.51248 -0.00011
C -0.64716 3.15108 -0.00021
N 0.27954 2.19728 -0.00011
H 5.13854 -1.28872 0.00009
H 2.73184 -1.68412 0.00029
H 4.29244 2.90058 -0.00011
H 2.94244 4.26938 0.00009
H -1.21236 5.22138 -0.00011
H -1.67386 2.83508 -0.00031
C -4.52946 0.40718 0.00009
C -4.98056 -0.90102 -0.00001
C -4.03846 -1.91102 -0.00001
C -2.67176 -1.60592 -0.00001
N -2.24116 -0.32252 0.00009
C -3.15836 0.63118 0.00019
C -1.64046 -2.62382 -0.00001
C -1.96126 -3.98882 0.00009
C -0.97576 -4.94762 0.00009
C 0.35774 -4.55062 -0.00001
C 0.67884 -3.19972 -0.00021
C -0.27966 -2.19312 -0.00011
H -5.20896 1.24298 0.00009
H -6.03576 -1.12872 -0.00011
H -4.36986 -2.93452 -0.00011
H -2.80716 1.64648 0.00029
H -2.98996 -4.31002 0.00009
H -1.22586 -5.99892 0.00009
H 1.15164 -5.28102 -0.00001
H 1.73294 -2.98312 -0.00041
*
```

Mulliken atomic charge list, values in e, 8 entries: Co 0.36; Br -0.07; C -0.57; C -0.42; C 0.27; N -0.25; C 1.08; C -0.26